This record from OMol25 describes a 2-piece molecular cluster, C2H7OS overall. The level of theory is the ωB97M-V functional and the def2-TZVPD basis.

Its HOMO-LUMO gap is 6.909 eV. The LUMO energy is 0.158 Eh. The spin multiplicity is 1. Its charge is -1. Its HOMO energy is -2.601 eV. For the energy above the lowest of the compared OMol25 structures with the same formula, charge and spin, the calculation gives 44.5 kJ/mol.

XYZ file:
```
11
Properties=species:S:1:pos:R:3:forces:R:3:nbo_charge:R:1
S 0.99209 -0.00313 0.35099 -0.6130 -0.0495 0.5158 -0.6818
O -1.42651 0.96569 2.21511 0.9615 -0.3330 -0.4845 -1.0411
C -0.17433 -0.91345 -0.74493 1.5282 1.8796 -1.8470 -0.5241
C -0.00839 -0.25230 -2.17199 1.6108 -0.1382 -0.3147 -0.6193
H 1.03672 0.14616 -2.38266 -0.9965 -0.8212 0.5825 0.2039
H 0.18814 -1.93948 -0.79476 -0.6925 -0.1613 0.0606 0.1832
H -1.23096 -0.73467 -0.56713 -0.0933 -0.6733 0.8035 0.1849
H -0.60247 0.63674 -2.30302 -0.5941 0.3421 0.2836 0.1848
H -0.24069 -0.91360 -3.01097 -0.2456 -0.2819 -0.0450 0.1632
H -1.98631 1.64366 1.81541 0.5852 -0.2448 -0.2536 0.4456
H -0.59017 0.75226 1.61392 -1.4507 0.4813 0.6988 0.5007
```
Forces are in eV/Å.